Entry 1:
2 unconnected molecules or ions with the total composition C3H10NO2. Source: the Open Molecules 2025 dataset; level of theory: ωB97M-V/def2-TZVPD.

Cartesian coordinates (Å):
O -1.9288 1.1824 -1.0345
C -1.0893 0.8964 -1.8052
C 0.2931 0.3611 -1.1444
N 0.1826 0.3476 0.3171
C 1.5906 0.1728 0.8571
H -1.2307 0.5778 -2.8548
H 0.8145 -0.5769 -1.5050
H 1.0773 0.9939 -1.6259
H -0.3006 1.1829 0.6757
H -0.3408 -0.5739 0.5989
H 2.3272 0.7876 0.3010
H 1.9243 -0.8476 0.6614
H 1.7059 0.3968 1.9247
H -2.1576 -2.0306 1.0555
H -1.4041 -1.4733 2.2685
O -1.4638 -1.3968 1.3099

As for the energy above the lowest of the compared OMol25 structures with the same formula, charge and spin: 40.0 kcal per mole. For the largest force on an atom, the calculation gives 3.051 eV/Å. The calculation puts the total energy at -8835.9827 eV. Its HOMO-LUMO gap (alpha / beta) is 0.3640 / 0.2258 Ha. Its net charge is +2. As for the multiplicity: 2.

Atom charges from the Mulliken analysis, given in e for atoms 1 to 5:
1. O 0.01
2. C 0.20
3. C -0.46
4. N -0.24
5. C -0.90

=====

Entry 2:
2 unconnected molecules or ions with the total composition C26H24F3N4O2. Source: the Open Molecules 2025 dataset; level of theory: ωB97M-V/def2-TZVPD.

Cartesian coordinates (Å):
F 0.3148 2.7521 4.4831
C 0.4773 3.3151 3.2344
C -0.3504 4.3838 2.8960
C -0.1587 4.9215 1.6209
F -0.9420 5.9901 1.2420
C 0.7790 4.4392 0.7306
C 1.6184 3.3261 1.0797
C 2.5202 2.8877 0.0864
C 3.5288 1.8932 0.1140
C 4.4172 1.8387 -1.0122
C 5.4512 0.9257 -1.0947
C 5.6819 0.0100 -0.0527
C 4.8146 0.0529 1.0379
F 5.0429 -0.8276 2.0756
C 3.7454 0.9325 1.1451
C 1.4561 2.7920 2.3953
H -1.0883 4.7861 3.5826
H 0.9036 4.8934 -0.2527
H 2.4487 3.4453 -0.8499
H 4.2529 2.5604 -1.8164
H 6.1010 0.9138 -1.9715
H 6.5025 -0.7001 -0.0952
H 3.0869 0.8658 2.0059
H 2.0833 1.9871 2.7625
C -2.3967 -0.5672 -5.4062
C -1.8301 -0.0398 -4.1103
O -1.3620 1.0933 -4.0290
N -1.9202 -0.9144 -3.0143
C -2.6890 -2.1491 -3.1407
C -3.4142 -2.4792 -1.8618
N -2.5039 -2.4632 -0.7479
C -3.0742 -3.0132 0.4520
C -2.0012 -3.2461 1.4835
N -1.1884 -2.0536 1.6987
C -0.6741 -1.8013 2.9803
C -0.8774 -2.9166 3.9794
O -0.1323 -0.7453 3.2966
C -0.9104 -1.2273 0.5899
C -0.0023 -0.1534 0.6260
N 0.2375 0.6279 -0.4259
C -0.3553 0.3914 -1.5953
C -1.2809 -0.6525 -1.7857
C -1.5509 -1.4780 -0.6578
H -2.2888 -1.6523 -5.5055
H -3.4584 -0.2900 -5.4915
H -1.8659 -0.0789 -6.2264
H -3.4419 -2.0273 -3.9189
H -2.0233 -2.9845 -3.4140
H -4.2521 -1.7785 -1.6888
H -3.8405 -3.4882 -1.9191
H -3.8677 -2.3513 0.8454
H -3.5487 -3.9643 0.1824
H -2.5006 -3.5124 2.4153
H -1.3640 -4.0885 1.1665
H -0.8796 -3.9086 3.5150
H -0.0644 -2.8670 4.7070
H -1.8197 -2.7645 4.5274
H 0.5440 0.0943 1.5256
H -0.0898 1.0649 -2.3985

As for the energy above the lowest of the compared OMol25 structures with the same formula, charge and spin: 0.0 kcal per mole. For the largest force on an atom, the calculation gives 1.867 eV/Å. The calculation puts the total energy at -45552.3817 eV. Its HOMO-LUMO gap is 0.1563 Ha. Its net charge is +1. As for the multiplicity: 1.

Atom charges from the Mulliken analysis, given in e for atoms 1 to 5:
1. F -0.30
2. C 0.17
3. C -0.57
4. C 0.22
5. F -0.29